1.
# C6H7ClN2O2

One molecule with the formula C6H7ClN2O2 in a non-equilibrium geometry (wB97M-V/def2-TZVPD, the OMol25 dataset).

2S+1: 1
Gap between HOMO and LUMO in eV: 9.206
Net charge: 0

Last column: Mulliken charge in e.
Element x y z (Å)
C (-0.070, -1.647, 1.363)  -1.24
N (0.230, -0.445, 0.644)  0.11
C (0.055, 0.750, 1.351)  0.41
Cl (-0.313, 0.578, 2.923)  -0.17
C (0.478, 1.901, 0.752)  -0.69
C (0.890, 1.908, -0.673)  0.35
O (1.307, 2.812, -1.308)  -0.61
N (0.895, 0.695, -1.289)  -0.23
C (0.085, -0.388, -0.832)  0.83
C (-1.163, -0.679, -1.528)  -0.69
O (0.029, -1.522, -1.556)  -0.52
H (0.379, -2.478, 0.829)  0.39
H (0.578, -1.748, 2.272)  0.43
H (-1.124, -1.831, 1.691)  0.36
H (0.360, 2.824, 1.214)  0.46
H (0.985, 0.698, -2.375)  0.34
H (-2.028, -1.238, -1.057)  0.20
H (-1.573, -0.190, -2.422)  0.26


2.
# C6H7ClN2OS

One molecule with the formula C6H7ClN2OS in a non-equilibrium geometry (wB97M-V/def2-TZVPD, the OMol25 dataset).

2S+1: 1
Gap between HOMO and LUMO in eV: 8.579
Net charge: 0

Last column: Mulliken charge in e.
Element x y z (Å)
N (-1.986, 1.626, -1.808)  -0.52
C (-1.769, 1.095, -0.498)  0.68
Cl (-2.911, 0.050, 0.174)  -0.17
C (-0.677, 1.387, 0.228)  -0.65
S (-0.327, 1.017, 1.964)  -0.12
C (0.112, -0.787, 1.626)  -0.37
C (1.503, -0.977, 1.049)  -0.45
C (1.571, -1.486, -0.201)  -0.34
N (0.403, -1.478, -0.977)  -0.26
C (0.286, -1.514, -2.171)  0.56
O (-0.248, -1.514, -3.197)  -0.42
H (-2.391, 0.889, -2.350)  0.23
H (-1.338, 2.244, -2.239)  0.23
H (-0.009, 1.983, -0.399)  0.23
H (-0.748, -1.064, 0.843)  0.11
H (-0.040, -1.198, 2.610)  0.40
H (2.219, -0.863, 1.820)  0.38
H (2.484, -1.785, -0.592)  0.48


3.
# C6H7ClN2OS2

C6H7ClN2OS2 as an isolated structure in a non-equilibrium geometry (wB97M-V/def2-TZVPD, the OMol25 dataset).

2S+1: 1
Gap between HOMO and LUMO (alpha / beta) in eV: 6.682 / 6.693
Net charge: 0

Last column: Mulliken charge in e.
Element x y z (Å)
C (-0.926, -2.115, -1.530)  -0.31
C (-0.042, -1.836, -0.441)  0.49
C (0.728, 1.888, 0.688)  -0.49
C (-1.600, 1.750, 0.263)  -0.35
C (1.579, 0.621, 0.831)  -0.71
C (-0.400, -1.340, 0.839)  0.14
N (-0.325, -2.651, -2.557)  -0.50
N (1.207, -2.188, -0.729)  -0.53
O (-0.361, 1.758, -0.214)  -0.25
S (1.257, -2.831, -2.219)  0.14
S (0.838, -0.691, 1.892)  -0.14
Cl (-1.859, -0.394, 0.896)  -0.08
H (-1.983, -1.926, -1.564)  0.40
H (0.370, 2.215, 1.670)  0.36
H (1.369, 2.664, 0.256)  0.33
H (-2.361, 1.822, -0.498)  0.37
H (-1.792, 2.205, 1.232)  0.34
H (1.785, 0.174, -0.138)  0.36
H (2.517, 0.875, 1.321)  0.42


4.
# C6H7ClNO2

An isolated ion of composition C6H7ClNO2 and charge -1 in a non-equilibrium geometry (wB97M-V/def2-TZVPD, the OMol25 dataset).

2S+1: 1
Gap between HOMO and LUMO in eV: 6.806
Net charge: -1

Last column: Mulliken charge in e.
Element x y z (Å)
O (1.822, -2.189, -0.618)  -0.79
C (1.307, -1.050, -0.378)  0.24
C (2.366, 0.022, -0.661)  -0.50
Cl (2.697, 1.168, 0.790)  -0.32
C (-0.019, -0.707, -0.202)  0.41
C (-1.151, -1.362, 0.272)  0.12
O (-1.397, -2.476, 0.633)  -0.72
N (-2.130, -0.425, 0.521)  -0.15
C (-1.719, 0.948, 0.494)  -0.60
C (-0.327, 0.866, -0.142)  -0.12
H (3.331, -0.459, -0.748)  0.37
H (2.178, 0.577, -1.625)  0.26
H (-2.879, -0.713, 1.136)  0.25
H (-1.892, 1.613, 1.408)  0.25
H (-2.426, 1.484, -0.338)  0.14
H (0.546, 1.177, 0.493)  -0.03
H (-0.308, 1.525, -1.035)  0.20


5.
# C6H7ClO

C6H7ClO as an isolated structure in a non-equilibrium geometry (wB97M-V/def2-TZVPD, the OMol25 dataset).

2S+1: 1
Gap between HOMO and LUMO in eV: 10.047
Net charge: 0

Last column: Mulliken charge in e.
Element x y z (Å)
C (0.323, -1.207, -1.509)  0.68
C (0.982, -1.388, -0.096)  -0.72
C (0.765, -0.511, 0.851)  -0.27
C (-0.347, 0.503, 1.012)  0.31
C (-0.824, 0.756, -0.447)  -0.39
C (-0.505, -0.019, -1.481)  -0.84
H (-1.577, -2.418, -1.988)  0.36
H (1.195, -1.008, -2.087)  0.20
H (1.863, -1.997, -0.052)  0.36
H (1.530, -0.426, 1.684)  0.25
H (-1.133, 0.120, 1.762)  0.26
H (-1.519, 1.533, -0.761)  0.33
H (-1.035, 0.051, -2.463)  0.31
O (-0.326, -2.405, -2.092)  -0.63
Cl (0.054, 2.034, 1.803)  -0.21


6.
# C6H7ClO

One molecule with the formula C6H7ClO in a non-equilibrium geometry (wB97M-V/def2-TZVPD, the OMol25 dataset).

2S+1: 1
Gap between HOMO and LUMO in eV: 9.983
Net charge: 0

Last column: Mulliken charge in e.
Element x y z (Å)
Cl (0.109, -1.895, -3.199)  -0.22
C (0.288, -1.222, -1.535)  -0.57
C (-0.453, 0.108, -1.234)  -0.60
C (-0.185, 0.488, 0.180)  0.64
C (-0.623, -0.175, 1.390)  -0.50
C (-0.064, 0.477, 2.435)  -0.24
O (0.677, 1.511, 1.992)  -0.34
C (0.590, 1.535, 0.615)  -0.60
H (0.011, -1.981, -0.884)  0.35
H (1.363, -1.075, -1.404)  0.35
H (-1.539, -0.016, -1.514)  0.30
H (-0.004, 0.847, -1.894)  0.30
H (-1.206, -1.117, 1.511)  0.31
H (-0.120, 0.252, 3.476)  0.42
H (1.156, 2.264, 0.064)  0.40


7.
# C6H7ClO2S

One molecule with the formula C6H7ClO2S in a non-equilibrium geometry (wB97M-V/def2-TZVPD, the OMol25 dataset).

2S+1: 1
Gap between HOMO and LUMO in eV: 8.709
Net charge: 0

Last column: Mulliken charge in e.
Element x y z (Å)
C (0.284, -3.212, 0.675)  -0.31
C (0.182, -2.122, 1.151)  -0.08
O (0.120, -0.863, 1.415)  -0.41
C (-1.302, -0.346, 1.240)  -0.48
C (-1.290, 1.177, 1.122)  -0.69
S (-0.953, 1.694, -0.672)  -0.10
C (0.662, 1.081, -0.904)  -0.37
C (1.250, 1.092, -2.124)  0.41
O (2.463, 0.631, -2.466)  -0.50
Cl (0.423, 1.705, -3.556)  -0.21
H (0.435, -4.168, 0.474)  0.54
H (-1.771, -0.643, 2.180)  0.40
H (-1.641, -0.742, 0.189)  0.36
H (-2.355, 1.590, 1.336)  0.34
H (-0.676, 1.676, 1.846)  0.37
H (1.040, 0.563, -0.071)  0.39
H (3.130, 0.887, -1.835)  0.34


8.
# C6H7F

One molecule with the formula C6H7F in a non-equilibrium geometry (wB97M-V/def2-TZVPD, the OMol25 dataset).

2S+1: 1
Gap between HOMO and LUMO in eV: 9.427
Net charge: 0

Last column: Mulliken charge in e.
Element x y z (Å)
F (1.740, 1.888, -0.018)  -0.31
C (1.685, 0.476, 0.006)  -0.33
C (0.284, 0.021, -0.058)  0.17
C (-0.938, 0.688, -0.043)  -0.41
C (-2.027, -0.296, 0.056)  -0.35
C (-1.510, -1.532, 0.077)  -0.50
C (0.023, -1.452, -0.026)  -0.55
H (2.189, 0.127, 0.909)  0.26
H (2.236, 0.107, -0.849)  0.26
H (-1.042, 1.758, -0.211)  0.41
H (-3.089, -0.054, 0.103)  0.41
H (-2.075, -2.473, 0.135)  0.36
H (0.461, -1.975, -0.861)  0.33
H (0.552, -1.906, 0.862)  0.26


9.
# C6H7F

One molecule with the formula C6H7F in a non-equilibrium geometry (wB97M-V/def2-TZVPD, the OMol25 dataset).

2S+1: 1
Gap between HOMO and LUMO in eV: 10.180
Net charge: 0

Last column: Mulliken charge in e.
Element x y z (Å)
F (-1.841, -0.910, 0.034)  -0.34
C (-0.648, -0.188, 0.226)  0.63
C (0.513, -0.634, 1.136)  -0.66
C (1.724, -0.140, 0.345)  -0.43
C (1.403, 0.318, -0.882)  -0.49
C (-0.057, 0.369, -1.030)  -0.21
C (-0.738, 1.265, 0.028)  -0.86
H (0.405, -0.191, 2.136)  0.26
H (0.489, -1.720, 1.271)  0.34
H (2.745, -0.284, 0.718)  0.38
H (2.113, 0.635, -1.661)  0.40
H (-0.528, 0.191, -2.002)  0.41
H (-1.734, 1.655, -0.247)  0.29
H (-0.100, 1.973, 0.548)  0.26


10.
# C6H7F2N3

A 2-piece molecular cluster, C6H7F2N3 overall in a non-equilibrium geometry (wB97M-V/def2-TZVPD, the OMol25 dataset).

2S+1: 1
Gap between HOMO and LUMO in eV: 6.644
Net charge: 0

Last column: Mulliken charge in e.
Element x y z (Å)
C (-2.372, 0.925, 0.288)  -0.38
C (-1.754, -0.093, 1.039)  -0.93
C (-1.746, 1.469, -0.814)  -0.47
C (-0.461, -0.416, 0.782)  0.34
C (-0.396, 1.100, -1.121)  -0.37
C (0.149, 0.038, -0.364)  0.41
N (1.332, -1.883, -0.597)  -0.16
N (1.207, -0.628, -0.849)  -0.43
N (2.580, -0.136, 0.837)  0.02
F (3.863, -0.209, 0.394)  -0.19
F (2.330, 1.200, 0.939)  -0.18
H (-3.411, 1.120, 0.348)  0.39
H (-2.164, -0.376, 2.060)  0.26
H (-2.112, 2.303, -1.410)  0.36
H (0.170, -1.048, 1.488)  0.52
H (0.224, 1.454, -1.939)  0.40
H (1.844, -2.477, -1.194)  0.20
H (0.716, -2.343, 0.113)  0.22


11.
# C6H7F3N2S

A 2-piece molecular cluster, C6H7F3N2S overall in a non-equilibrium geometry (wB97M-V/def2-TZVPD, the OMol25 dataset).

2S+1: 1
Gap between HOMO and LUMO (alpha / beta) in eV: 7.137 / 6.303
Net charge: 0

Last column: Mulliken charge in e.
Element x y z (Å)
C (-0.158, 0.381, -2.899)  -0.51
C (0.104, 0.782, -1.628)  -0.53
C (-1.271, -0.415, -3.005)  -0.35
C (-0.691, 0.284, -0.621)  0.44
C (-0.675, 0.429, 0.816)  -0.13
C (0.836, -1.720, 1.073)  0.34
N (0.244, 1.261, 2.855)  -0.74
N (0.051, 1.323, 1.461)  0.13
F (1.183, -2.346, -0.172)  -0.25
F (1.904, -0.943, 1.432)  -0.26
F (0.700, -2.590, 2.074)  -0.25
S (-1.914, -0.769, -1.439)  -0.09
H (0.443, 0.776, -3.703)  0.39
H (1.075, 1.228, -1.419)  0.27
H (-1.742, -0.958, -3.829)  0.40
H (-1.295, -0.133, 1.587)  0.26
H (-0.574, 0.936, 3.311)  0.28
H (0.960, 0.528, 3.131)  0.29
H (0.820, 1.949, 0.975)  0.31


12.
# C6H7FeLiO6

C6H7FeLiO6 as an isolated structure in a non-equilibrium geometry (wB97M-V/def2-TZVPD, the OMol25 dataset).

2S+1: 5
Gap between HOMO and LUMO (alpha / beta) in eV: 4.909 / 4.429
<S²>: 6.008
Net charge: +2

Last column: Mulliken charge in e.
Element x y z (Å)
O (0.441, 0.332, -4.595)  -0.64
C (-0.227, 0.196, -3.563)  1.41
O (-1.222, -0.582, -3.514)  -0.85
O (0.166, 0.897, -2.454)  -0.12
C (-0.560, 0.764, -1.354)  -0.22
C (-0.203, 1.774, -0.357)  -0.44
Fe (-0.845, -0.934, -5.367)  1.15
H (-1.120, 2.080, 0.171)  0.32
H (0.335, 2.631, -0.785)  0.30
Li (-2.141, -0.692, -1.784)  0.94
C (0.702, 0.990, 0.676)  -0.54
C (-0.027, -0.102, 1.435)  -0.41
O (0.846, -0.559, 2.470)  -0.28
C (0.450, -1.605, 3.175)  0.64
O (-0.601, -2.187, 3.053)  -0.54
O (1.424, -1.941, 4.012)  -0.42
H (1.059, 1.749, 1.385)  0.37
H (1.605, 0.586, 0.198)  0.31
H (-0.283, -0.954, 0.792)  0.29
H (-0.957, 0.274, 1.883)  0.35
H (1.158, -2.717, 4.523)  0.38


Calculated energy above the lowest of the compared OMol25 structures with the same formula, charge and spin (eV), listed in the same order as above: 2.018 0.836 0.000 0.278 3.431 0.875 2.985 0.176 0.552 1.152 3.541 0.000
Calculated energy (eV), listed in the same order as above: -25930.8991 -34718.7185 -45552.3280 -24443.2028 -20902.1025 -20904.6585 -33783.8217 -9051.6786 -9051.3027 -16233.2651 -28299.0557 -53193.5943